No. 1
C51H42BiN5O6S4Sb | ωB97M-V/def2-TZVPD

The geometry in XYZ format:
```
110
Properties=species:S:1:pos:R:3:forces:R:3:lowdin_spin:R:1
Bi -0.540415 -0.478817 0.042844 0.00 0.18 0.23 0.003
C 1.047881 -9.913685 2.172474 0.01 0.02 -0.04 0.000
O -0.064918 -9.192187 1.700819 -0.03 0.04 0.06 -0.003
C 0.156847 -7.886212 1.327265 0.03 -0.03 -0.04 -0.009
C -0.973331 -7.106446 1.106536 0.02 -0.01 -0.02 0.003
C -0.836271 -5.783954 0.732327 -0.07 0.05 0.07 -0.009
C 0.418260 -5.187644 0.561068 0.07 -0.04 0.06 -0.012
C 1.529059 -5.998030 0.759996 0.10 -0.08 -0.12 -0.012
C 1.415578 -7.332689 1.145642 -0.06 0.04 -0.01 0.001
C 0.511589 -3.761097 0.162578 -0.06 -0.07 -0.07 -0.114
C 1.318149 -2.872695 0.899122 -0.07 0.07 0.00 0.091
C 2.264128 -3.198202 1.915429 0.00 -0.04 0.03 -0.018
C 2.951713 -2.059885 2.219963 0.10 0.04 -0.05 0.099
C 2.387434 -0.983174 1.453101 -0.11 -0.06 0.05 -0.020
N 1.394404 -1.512188 0.647506 0.02 -0.06 0.01 0.011
C 2.698053 0.355315 1.640473 0.01 0.18 -0.04 0.194
C 1.871216 1.456234 1.225674 -0.06 -0.23 -0.04 0.003
C 1.893349 2.706003 1.754195 0.02 0.14 0.05 0.159
C 0.509275 3.285565 1.565023 -0.03 0.36 -0.43 0.023
C 0.032107 2.458368 0.390658 0.08 0.01 0.06 0.013
C -0.882040 2.795607 -0.567248 -0.06 0.16 -0.10 -0.003
C -1.868577 3.883791 -0.337899 0.06 -0.09 -0.04 0.001
C -2.431900 4.072072 0.924883 -0.07 -0.03 0.02 -0.002
C -3.382450 5.052074 1.199591 0.03 0.01 -0.05 0.001
C -3.837824 5.870066 0.178313 -0.04 0.03 0.02 -0.002
O -4.779370 6.865521 0.331364 0.03 -0.03 0.01 -0.001
C -5.275933 7.059214 1.634896 0.01 -0.03 -0.01 0.000
C -3.335431 5.683281 -1.103876 0.03 -0.04 0.01 0.001
C -2.376872 4.716090 -1.349317 0.03 0.11 -0.01 -0.001
C -0.927103 2.044969 -1.842518 0.10 -0.04 0.14 0.052
N -0.842503 0.675369 -1.883216 -0.08 -0.01 0.02 0.015
C -0.956851 0.265751 -3.197675 -0.07 -0.08 0.11 0.001
C -1.016940 -1.106114 -3.616989 -0.01 -0.01 -0.07 0.197
C -1.369563 -1.363289 -5.036362 -0.04 -0.01 0.01 0.023
C -0.529569 -0.977465 -6.072654 0.03 0.00 -0.03 0.011
C -0.847099 -1.213398 -7.408523 -0.04 -0.03 0.04 0.000
C -2.034363 -1.861217 -7.721233 -0.01 0.00 -0.05 0.006
O -2.446065 -2.147868 -9.004815 0.02 0.00 0.02 0.002
C -1.578163 -1.774180 -10.047518 -0.02 0.02 0.05 0.000
C -2.892822 -2.259200 -6.702541 0.05 0.04 0.01 -0.001
C -2.561716 -2.004043 -5.383830 -0.05 0.00 0.00 0.010
C -0.774344 -2.194284 -2.800745 0.01 0.11 0.11 -0.032
C -0.859237 -3.579860 -3.162805 0.01 -0.07 -0.01 0.076
C -0.503594 -4.317921 -2.071711 -0.06 -0.01 -0.04 -0.043
C -0.144743 -3.406890 -1.031487 0.10 0.05 0.00 0.081
N -0.340035 -2.123591 -1.488349 0.08 -0.10 -0.04 0.033
C -1.097873 1.397087 -3.995751 0.02 0.10 -0.05 0.074
C -1.056122 2.515069 -3.144762 -0.02 -0.01 -0.05 0.015
N 0.776772 1.296024 0.355052 0.27 -0.12 -0.37 -0.005
C 3.818286 0.658596 2.572805 -0.01 0.02 0.05 0.021
C 5.137320 0.461420 2.196673 0.03 0.01 -0.01 0.009
C 6.199662 0.701977 3.069115 -0.07 0.01 0.01 -0.001
C 5.931568 1.156210 4.351667 0.07 0.01 0.02 0.003
O 6.900551 1.428593 5.292449 -0.04 0.00 -0.02 0.001
C 8.237514 1.234286 4.903494 -0.04 -0.02 -0.02 0.000
C 4.615031 1.358732 4.755908 0.02 -0.02 -0.03 -0.001
C 3.579823 1.110471 3.875846 -0.01 -0.03 0.00 0.008
H 0.662405 -10.846959 2.577797 0.00 -0.01 0.00 0.000
H 1.573116 -9.364517 2.959279 0.00 -0.01 0.02 0.000
H 1.755544 -10.140439 1.368395 0.01 0.01 -0.01 0.000
H -1.951629 -7.547305 1.248122 0.00 -0.02 0.01 0.000
H -1.720585 -5.177163 0.577958 0.01 -0.01 0.00 0.001
H 2.516814 -5.595902 0.572327 -0.02 0.04 0.05 0.000
H 2.312908 -7.919449 1.281650 0.01 -0.02 0.00 0.000
H 2.414182 -4.167433 2.360666 -0.02 -0.03 -0.03 -0.004
H 3.748083 -1.956706 2.939311 0.00 0.01 0.03 0.007
H 2.575025 3.066031 2.505233 0.00 0.00 0.03 0.009
H 0.441635 4.361163 1.399921 0.00 -0.03 -0.03 0.004
H -2.178951 3.389111 1.718965 0.14 -0.08 0.14 0.000
H -3.757239 5.133835 2.210033 -0.01 0.01 0.01 0.000
H -5.981259 7.885998 1.579058 0.00 0.01 -0.01 0.000
H -4.475249 7.311320 2.336320 0.00 0.01 0.01 0.000
H -5.795131 6.168746 2.003425 -0.01 0.00 0.01 0.000
H -3.700611 6.312063 -1.906819 -0.01 0.01 0.00 0.000
H -2.027121 4.610209 -2.361331 0.01 0.03 0.03 0.000
H 0.400052 -0.478823 -5.827295 0.01 0.00 -0.01 0.000
H -0.158454 -0.895368 -8.177951 0.01 0.00 -0.02 0.000
H -2.054741 -2.088196 -10.973862 0.00 0.00 0.00 0.000
H -0.605306 -2.267259 -9.956476 0.01 0.00 -0.01 0.000
H -1.423587 -0.690706 -10.072044 0.01 0.00 -0.01 0.000
H -3.818458 -2.756229 -6.962888 -0.01 -0.01 -0.01 0.000
H -3.238126 -2.302166 -4.592053 0.00 0.00 0.01 0.000
H -1.124233 -3.952980 -4.139231 -0.01 0.01 -0.01 0.006
H -0.421907 -5.391408 -2.008724 -0.01 -0.01 0.00 -0.005
H -1.211497 1.403865 -5.067859 0.00 0.01 -0.01 0.005
H -1.058930 3.543062 -3.461840 0.01 -0.04 -0.05 -0.001
H 5.341463 0.103884 1.194506 0.01 0.00 -0.01 0.000
H 7.211235 0.533962 2.729049 0.02 -0.01 0.00 0.000
H 8.850190 1.500917 5.762152 0.00 0.01 0.00 0.000
H 8.506289 1.871407 4.054906 0.02 0.01 0.00 0.000
H 8.431146 0.190922 4.633721 0.01 0.00 0.00 0.000
H 4.422025 1.700292 5.764375 0.00 0.00 0.01 0.000
H 2.555479 1.260664 4.195379 -0.01 0.03 0.01 0.000
S 0.233459 -1.934433 6.541923 0.03 -0.07 0.26 0.002
Sb 0.155812 -1.158458 4.443815 0.25 -0.26 -0.29 0.002
S -0.961857 1.133483 4.446820 -0.27 0.21 -0.05 0.001
S -2.212773 -0.472420 4.064446 -0.13 0.17 -0.05 0.000
C -4.861116 1.448562 0.927968 -0.28 0.05 0.02 0.000
S -3.644585 0.945058 -0.271903 0.44 -0.45 0.16 0.000
C -4.396437 1.643986 -1.727044 -0.09 0.04 -0.12 0.000
O -3.765957 -0.546711 -0.407915 -0.05 0.28 -0.01 0.001
H -5.838361 1.061043 0.633400 -0.01 0.01 0.06 0.000
H -4.859679 2.536961 0.991949 -0.02 0.00 -0.02 0.000
H -4.546243 1.026672 1.880254 0.00 -0.05 0.03 0.000
H -5.302367 1.070289 -1.930636 -0.02 0.05 -0.03 0.000
H -3.672827 1.539417 -2.536063 0.00 -0.03 -0.02 0.000
H -4.608243 2.700159 -1.560344 0.02 0.02 0.00 0.000
O -0.150153 3.771871 3.825001 -0.12 0.07 0.02 0.005
C -0.164285 2.951096 2.902603 0.20 -0.47 0.15 0.010
N -0.563305 1.660752 2.919329 -0.41 0.09 0.29 0.004
```
Forces are in eV/Å.

LUMO energy (alpha / beta): 3.543 / 3.542 eV
Spin multiplicity: 2
Energy above the lowest of the compared OMol25 structures with the same formula, charge and spin: 255.7 kJ/mol
DFT total energy: -129023.0293 eV
Highest occupied orbital energy (alpha / beta): -0.0230 / -0.0439 hartree
Net charge: -2



No. 2
C20H60O10 | ωB97M-V/def2-TZVPD

The geometry in XYZ format:
```
90
Properties=species:S:1:pos:R:3:forces:R:3:lowdin_charge:R:1
C -1.228480 7.119288 -2.175880 -0.28 -0.29 0.40 -0.083
C -1.222233 5.588868 -1.966806 1.00 0.56 -0.54 -0.314
O -0.679836 5.226908 -0.700868 -0.50 0.30 0.27 -0.086
H -2.060886 7.618458 -1.679869 -0.22 -0.21 -0.04 0.066
H -1.270471 7.354795 -3.239308 -0.09 -0.08 -0.01 0.068
H -0.352012 7.624536 -1.770125 0.30 -0.43 -0.03 0.067
H -0.539766 5.158064 -2.699442 -0.04 0.01 -0.42 0.099
H -2.194292 5.132361 -2.153334 -0.22 0.20 0.21 0.108
H -0.992557 4.339330 -0.511090 0.10 -0.09 0.17 0.077
C -4.582436 -0.123216 5.412090 -0.07 1.15 -0.21 -0.090
C -5.362281 -0.284709 6.705799 0.80 -0.20 -0.18 -0.342
O -5.808006 -1.607075 6.770371 -0.53 -1.19 -0.08 -0.083
H -5.211309 -0.184023 4.523868 -0.10 -0.42 0.08 0.072
H -3.699550 -0.752551 5.300096 -0.32 -0.36 0.26 0.076
H -4.192842 0.893886 5.369524 0.06 0.21 0.13 0.069
H -6.218627 0.384873 6.785963 0.12 0.39 -0.18 0.109
H -4.686626 -0.132515 7.547477 0.08 0.48 0.14 0.107
H -6.249083 -1.750332 7.610922 -0.04 -0.05 0.02 0.082
C 1.144967 -0.355275 -0.197787 0.68 0.42 -0.31 -0.100
C -0.204580 -0.936622 0.106241 0.12 0.16 -0.05 -0.337
O -1.196765 0.067419 0.074858 -0.31 0.77 -0.02 -0.084
H 1.878993 -1.144458 -0.360567 -0.06 -0.15 -0.05 0.074
H 1.563920 0.269271 0.591215 -0.30 0.05 0.17 0.074
H 1.107797 0.257107 -1.098734 -0.03 -0.04 -0.09 0.075
H -0.159832 -1.345833 1.115516 -0.23 -0.62 -0.10 0.109
H -0.447415 -1.653207 -0.678391 0.10 -0.52 0.34 0.111
H -2.027330 -0.308289 -0.226133 0.02 -0.06 0.11 0.078
C -9.548407 2.081383 0.429637 1.29 -0.49 -0.54 -0.096
C -9.198618 3.423582 1.081548 -1.01 -1.59 0.98 -0.307
O -10.419030 4.028234 1.456584 -0.48 1.94 -0.66 -0.097
H -10.158942 1.415474 1.039480 -0.14 0.34 0.25 0.070
H -8.650767 1.503234 0.210307 0.34 -0.05 0.21 0.064
H -9.999080 2.144742 -0.560808 -0.37 0.55 0.17 0.072
H -8.561026 4.052205 0.459932 -0.68 0.29 -0.24 0.112
H -8.656689 3.321726 2.021788 0.53 -0.59 -0.09 0.102
H -10.994746 3.487332 2.002076 0.51 -0.41 -0.08 0.080
C 0.426494 -8.042936 2.887736 0.29 0.38 0.75 -0.088
C 1.370097 -8.883184 3.763745 -1.33 0.28 -0.55 -0.337
O 2.456289 -9.166182 2.928186 0.94 -0.29 -0.22 -0.080
H 0.102848 -8.631309 2.029148 0.21 0.15 -0.07 0.074
H 0.984650 -7.151775 2.600683 -0.05 -0.08 -0.45 0.071
H -0.464104 -7.666876 3.391236 -0.04 -0.29 0.28 0.067
H 0.837086 -9.796610 4.027660 0.08 -0.24 0.31 0.102
H 1.706176 -8.383141 4.672098 -0.22 0.22 0.05 0.109
H 3.214462 -9.372129 3.479875 0.10 -0.13 -0.11 0.083
C 6.920401 -2.534252 -6.141660 -0.42 0.32 0.56 -0.083
C 6.673952 -2.213571 -4.663397 -0.34 0.73 -0.17 -0.326
O 7.855756 -2.393530 -3.871103 -0.43 -0.29 -0.51 -0.079
H 7.857457 -2.101215 -6.491661 0.30 -0.57 0.21 0.074
H 6.188460 -2.038067 -6.778975 -0.38 -0.02 0.24 0.067
H 6.782077 -3.606136 -6.283228 0.65 0.04 -0.31 0.071
H 5.807937 -2.762446 -4.293444 0.22 -0.72 0.11 0.103
H 6.304638 -1.194902 -4.544987 0.38 0.48 -0.19 0.098
H 7.587186 -2.451870 -2.951287 0.03 0.02 0.05 0.076
C 9.432073 3.124574 4.475183 -0.09 -0.59 0.32 -0.096
C 8.324702 3.805127 3.713520 1.51 0.59 0.39 -0.368
O 7.741609 2.922032 2.813667 -0.83 -0.45 -0.35 -0.062
H 9.888420 3.800391 5.198451 -0.09 0.00 0.05 0.074
H 10.226697 2.729588 3.842217 -0.10 0.15 -0.24 0.075
H 8.996863 2.267822 4.989646 0.13 -0.03 0.26 0.074
H 8.794585 4.609687 3.147840 -0.21 0.57 0.06 0.107
H 7.593644 4.195148 4.421706 -0.08 0.19 0.03 0.113
H 6.927314 3.375406 2.583530 -0.26 -0.42 -0.52 0.084
C -0.461314 -3.882156 -5.814222 -0.46 0.70 0.54 -0.082
C -0.524899 -2.388121 -6.073214 -1.01 0.11 -0.77 -0.348
O 0.631151 -1.983521 -6.781894 0.34 0.10 0.25 -0.076
H -0.321458 -4.442777 -6.738467 0.44 0.06 0.19 0.079
H -1.405177 -4.220790 -5.386978 -0.13 0.06 0.04 0.069
H 0.286583 -4.029540 -5.035100 0.29 -0.50 -0.40 0.075
H -0.737863 -1.791416 -5.186258 0.68 -0.14 0.60 0.103
H -1.389481 -2.109689 -6.675762 -0.33 -0.46 -0.42 0.102
H 0.446336 -1.118998 -7.156115 0.16 0.06 -0.04 0.080
C 4.730029 8.005602 0.035914 0.39 0.35 -1.19 -0.091
C 4.461510 6.638630 -0.548434 0.17 1.39 -0.78 -0.381
O 4.023748 5.810837 0.440186 -0.78 -2.00 1.45 -0.062
H 3.848023 8.464144 0.483012 0.09 -0.20 0.22 0.075
H 4.998787 8.610431 -0.830137 0.23 0.51 0.13 0.069
H 5.586879 7.958384 0.707978 -0.23 0.14 0.19 0.075
H 5.373425 6.255691 -1.006540 0.07 -0.19 0.05 0.113
H 3.701951 6.692892 -1.328326 0.05 0.18 -0.35 0.111
H 3.064305 5.820903 0.408957 -0.02 -0.21 0.29 0.091
C -4.654901 -5.495524 -0.893999 0.71 0.00 -0.86 -0.094
C -5.316742 -4.245470 -1.505389 -0.72 -1.75 0.74 -0.326
O -5.401949 -3.272051 -0.498841 0.06 0.90 -0.02 -0.082
H -5.209664 -5.984704 -0.093348 -0.37 0.55 0.19 0.070
H -3.672848 -5.220346 -0.509381 0.07 -0.14 0.02 0.072
H -4.540339 -6.305741 -1.614096 0.20 0.12 -0.30 0.068
H -6.315335 -4.574492 -1.792863 -0.35 0.20 -0.28 0.099
H -4.867806 -3.838340 -2.411374 0.45 0.01 0.37 0.112
H -5.791879 -3.708453 0.262156 -0.03 0.13 0.15 0.080
```
Forces are in eV/Å.

LUMO energy: 0.229 eV
Energy above the lowest of the compared OMol25 structures with the same formula, charge and spin: 335.8 kJ/mol
SMILES: CCO.CCO.CCO.CCO.CCO.CCO.CCO.CCO.CCO.CCO
DFT total energy: -42183.3174 eV
Highest occupied orbital energy: -0.3688 hartree



No. 3
C3H2NOS2 | ωB97M-V/def2-TZVPD

The geometry in XYZ format:
```
9
Properties=species:S:1:pos:R:3:forces:R:3:nbo_charge:R:1
C 0.464320 -0.887455 -0.527884 0.58 -1.13 -0.24 -0.200
C 2.457477 -2.421404 -0.150196 -1.99 -1.05 1.14 0.734
C -0.521106 -0.651087 0.501028 0.59 0.18 0.24 -0.466
N 1.308754 -2.646480 0.011680 -2.58 0.50 0.16 -0.706
O 3.600660 -2.306644 -0.140016 4.44 0.90 -0.66 -0.617
S 0.492352 -1.007340 -2.155522 -0.51 0.48 -1.36 -0.236
S 1.140432 0.371600 0.540655 -1.43 0.06 0.33 0.043
H -1.567894 -0.361100 0.308157 0.92 0.68 -0.26 0.218
H -0.438470 -1.323757 1.314357 -0.02 -0.62 0.64 0.230
```
Forces are in eV/Å.

LUMO energy: 3.370 eV
Energy above the lowest of the compared OMol25 structures with the same formula, charge and spin: 286.0 kJ/mol
DFT total energy: -28350.8818 eV
Highest occupied orbital energy: -0.1364 hartree
Net charge: -1